{
  "formula": "C19H50B3N3O9",
  "method": "wB97M-V/def2-TZVPD",
  "smiles": "CB1OBOBO1.COCCNCCOC.COCCNCCOC.COCCNCCOC",
  "total_charge": 0,
  "orbital_gap_ha": 0.3382,
  "symbols": ["C", "B", "O", "B", "O", "B", "O", "H", "H", "H", "H", "H", "C", "O", "C", "C", "N", "C", "C", "O", "C", "H", "H", "H", "H", "H", "H", "H", "H", "H", "H", "H", "H", "H", "H", "H", "C", "O", "C", "C", "N", "C", "C", "O", "C", "H", "H", "H", "H", "H", "H", "H", "H", "H", "H", "H", "H", "H", "H", "H", "C", "O", "C", "C", "N", "C", "C", "O", "C", "H", "H", "H", "H", "H", "H", "H", "H", "H", "H", "H", "H", "H", "H", "H"],
  "coordinates": [[-2.09, 4.10, -1.98], [-0.71, 4.80, -1.95], [-0.55, 6.11, -1.50], [0.47, 6.27, -0.59], [1.65, 5.58, -0.82], [1.44, 4.29, -1.29], [0.47, 4.13, -2.26], [-2.35, 3.87, -0.94], [-2.88, 4.74, -2.37], [-2.07, 3.15, -2.52], [0.31, 6.90, 0.41], [2.00, 3.37, -0.79], [-0.32, -3.43, -0.14], [-1.36, -2.70, 0.48], [-1.23, -2.54, 1.89], [-0.91, -1.11, 2.26], [0.43, -0.74, 1.84], [0.75, 0.67, 1.96], [-0.07, 1.68, 1.17], [0.13, 1.62, -0.23], [-0.60, 0.65, -0.95], [-0.64, -3.66, -1.15], [0.62, -2.86, -0.17], [-0.13, -4.37, 0.39], [-0.47, -3.22, 2.28], [-2.19, -2.81, 2.34], [-0.98, -1.01, 3.35], [-1.70, -0.47, 1.82], [0.56, -1.04, 0.88], [1.79, 0.80, 1.65], [0.70, 0.95, 3.02], [0.27, 2.67, 1.47], [-1.15, 1.61, 1.40], [-1.59, 0.49, -0.50], [-0.08, -0.31, -1.01], [-0.73, 1.03, -1.96], [-6.07, -7.28, -4.17], [-5.21, -8.20, -3.53], [-4.32, -8.90, -4.39], [-2.89, -8.45, -4.19], [-2.69, -7.09, -4.66], [-1.40, -6.50, -4.32], [-1.03, -6.35, -2.85], [-1.79, -5.39, -2.15], [-3.05, -5.83, -1.68], [-6.82, -6.98, -3.45], [-5.54, -6.38, -4.52], [-6.57, -7.73, -5.03], [-4.62, -8.77, -5.44], [-4.40, -9.96, -4.15], [-2.24, -9.12, -4.76], [-2.65, -8.59, -3.12], [-3.43, -6.50, -4.30], [-1.36, -5.51, -4.78], [-0.62, -7.10, -4.81], [0.00, -6.00, -2.82], [-1.05, -7.31, -2.32], [-3.03, -6.88, -1.39], [-3.85, -5.67, -2.41], [-3.28, -5.23, -0.79], [6.07, 6.45, 1.85], [5.97, 5.91, 3.16], [5.42, 6.79, 4.13], [4.04, 6.33, 4.56], [3.08, 6.48, 3.48], [1.77, 5.89, 3.72], [1.69, 4.39, 3.96], [2.00, 3.59, 2.83], [3.38, 3.37, 2.60], [6.69, 5.77, 1.28], [5.10, 6.54, 1.36], [6.54, 7.44, 1.86], [5.38, 7.81, 3.74], [6.08, 6.78, 5.00], [3.72, 6.94, 5.41], [4.13, 5.30, 4.92], [3.47, 6.10, 2.63], [1.15, 6.12, 2.85], [1.31, 6.39, 4.58], [0.65, 4.16, 4.21], [2.29, 4.06, 4.82], [3.94, 3.31, 3.54], [3.82, 4.15, 1.98], [3.47, 2.43, 2.07]]
}

=====

{
  "formula": "C3H4O3",
  "method": "wB97M-V/def2-TZVPD",
  "smiles": "CC(=O)C(=O)O",
  "total_charge": 0,
  "orbital_gap_ha": 0.3710,
  "relative_energy_kj_mol": 92.2,
  "symbols": ["C", "C", "O", "C", "O", "O", "H", "H", "H", "H"],
  "coordinates": [[0.70, -0.94, -0.89], [0.23, -0.57, 0.48], [0.42, -1.16, 1.51], [-0.60, 0.71, 0.36], [-1.15, 1.15, -0.61], [-0.66, 1.36, 1.55], [1.23, -0.08, -1.24], [-0.31, -0.87, -1.59], [1.21, -1.86, -1.10], [-1.07, 2.27, 1.52]]
}

=====

{
  "formula": "C16H24ClFN3O2",
  "method": "wB97M-V/def2-TZVPD",
  "total_charge": 1,
  "orbital_gap_ha": 0.3318,
  "symbols": ["Cl", "C", "N", "C", "C", "N", "F", "C", "C", "C", "C", "H", "H", "H", "H", "H", "H", "H", "H", "H", "H", "H", "H", "H", "H", "C", "C", "O", "C", "C", "C", "C", "C", "N", "C", "C", "O", "H", "H", "H", "H", "H", "H", "H", "H", "H", "H"],
  "coordinates": [[-10.63, -1.97, 3.43], [-10.24, -1.35, 1.81], [-9.10, -0.38, 1.82], [-9.39, 0.88, 2.64], [-8.22, 1.84, 2.57], [-7.26, 1.25, 1.65], [-4.31, 2.88, 2.03], [-7.74, 1.08, 0.31], [-8.87, 0.08, 0.38], [-6.68, 0.03, 2.21], [-7.79, -0.99, 2.30], [-9.98, -2.20, 1.19], [-11.12, -0.85, 1.43], [-10.31, 1.32, 2.23], [-9.63, 0.55, 3.65], [-8.53, 2.82, 2.19], [-7.74, 1.92, 3.56], [-8.11, 2.04, -0.07], [-6.93, 0.68, -0.31], [-8.67, -0.83, -0.20], [-9.82, 0.48, 0.03], [-5.88, -0.34, 1.54], [-6.29, 0.25, 3.21], [-7.97, -1.37, 3.31], [-7.61, -1.88, 1.69], [-5.75, 3.79, -3.21], [-6.43, 4.13, -1.92], [-5.41, 3.96, -0.88], [-5.83, 4.21, 0.37], [-4.69, 4.09, 1.45], [-4.83, 5.04, 2.60], [-6.07, 5.47, 3.13], [-6.00, 5.99, 4.45], [-4.88, 6.09, 5.14], [-3.72, 5.66, 4.62], [-3.65, 5.12, 3.35], [-6.93, 4.62, 0.64], [-6.45, 3.70, -4.05], [-5.03, 4.56, -3.49], [-5.22, 2.84, -3.13], [-6.85, 5.14, -1.95], [-7.25, 3.43, -1.71], [-3.81, 4.34, 0.87], [-6.97, 5.23, 2.64], [-6.95, 6.35, 4.90], [-2.81, 5.75, 5.21], [-2.80, 4.54, 3.03]]
}

=====

{
  "formula": "C8H8",
  "method": "wB97M-V/def2-TZVPD",
  "smiles": "C#C/C(C=C)=C/C=C",
  "total_charge": 0,
  "orbital_gap_ha": 0.3406,
  "relative_energy_kj_mol": 323.7,
  "symbols": ["C", "C", "C", "C", "C", "C", "C", "C", "H", "H", "H", "H", "H", "H", "H", "H"],
  "coordinates": [[-3.46, -0.64, -0.09], [-2.26, -0.46, -0.07], [-0.82, -0.23, 0.06], [-0.46, 1.16, 0.48], [0.19, 2.10, -0.23], [0.06, -1.25, -0.08], [1.53, -1.31, 0.17], [2.50, -0.42, -0.14], [-4.52, -0.84, -0.24], [-0.90, 1.52, 1.39], [0.61, 1.95, -1.24], [0.31, 3.08, 0.21], [-0.40, -2.24, -0.35], [1.81, -2.24, 0.70], [3.54, -0.64, 0.15], [2.27, 0.47, -0.73]]
}

=====

{
  "formula": "C11H16N3",
  "method": "wB97M-V/def2-TZVPD",
  "smiles": "C/N=C/N(C)/[N+](C)=C\\c1ccccc1",
  "total_charge": 1,
  "orbital_gap_ha": 0.2869,
  "relative_energy_kj_mol": 326.9,
  "symbols": ["C", "N", "C", "N", "C", "N", "C", "C", "C", "C", "C", "C", "C", "C", "H", "H", "H", "H", "H", "H", "H", "H", "H", "H", "H", "H", "H", "H", "H", "H"],
  "coordinates": [[-0.66, -1.40, 3.71], [-0.78, -1.47, 2.23], [0.27, -1.09, 1.68], [0.53, -1.01, 0.35], [1.93, -0.93, -0.23], [-0.42, -1.27, -0.60], [-1.02, -2.57, -0.74], [-0.77, -0.43, -1.53], [-0.47, 0.96, -1.42], [-0.25, 1.78, -2.62], [0.27, 3.00, -2.43], [0.36, 3.53, -1.16], [0.03, 2.83, 0.01], [-0.34, 1.54, -0.07], [-1.46, -1.90, 4.19], [-0.62, -0.36, 3.87], [0.21, -1.90, 4.00], [1.07, -0.76, 2.26], [1.95, -0.11, -0.88], [2.53, -0.88, 0.60], [2.17, -1.83, -0.67], [-0.66, -3.11, 0.18], [-2.11, -2.37, -0.70], [-0.80, -3.11, -1.61], [-1.42, -0.97, -2.20], [-0.41, 1.36, -3.65], [0.57, 3.63, -3.23], [0.77, 4.47, -1.02], [0.11, 3.41, 0.95], [-0.57, 0.95, 0.73]]
}

=====

{
  "formula": "C4H10N2S",
  "method": "wB97M-V/def2-TZVPD",
  "smiles": "[H]/N=C(\\CS)N(C)C",
  "total_charge": 0,
  "orbital_gap_ha": 0.3289,
  "relative_energy_kj_mol": 250.7,
  "symbols": ["H", "N", "C", "C", "S", "N", "C", "C", "H", "H", "H", "H", "H", "H", "H", "H", "H"],
  "coordinates": [[1.43, -0.86, -2.18], [0.64, -1.14, -1.42], [0.25, -0.06, -0.80], [0.51, 1.34, -0.82], [1.76, 1.69, -2.07], [-0.47, -0.35, 0.41], [-0.63, -1.73, 0.62], [-0.96, 0.66, 1.42], [-0.42, 2.08, -0.68], [0.98, 1.62, 0.16], [2.65, 0.74, -1.67], [-1.67, -1.93, 0.11], [-0.76, -2.04, 1.69], [0.04, -2.34, 0.05], [-1.90, 0.92, 1.11], [-1.15, -0.03, 2.39], [-0.28, 1.42, 1.70]]
}

=====

{
  "formula": "C18H16N8S3SbSe3TeTi",
  "method": "wB97M-V/def2-TZVPD",
  "total_charge": -2,
  "orbital_gap_ha": [0.1802, 0.1820],
  "relative_energy_kj_mol": 75.3,
  "spin_multiplicity": 2,
  "symbols": ["Ti", "N", "C", "N", "C", "N", "N", "C", "C", "C", "C", "C", "C", "N", "C", "C", "C", "C", "C", "C", "H", "H", "H", "H", "H", "H", "H", "H", "H", "H", "H", "S", "Sb", "S", "S", "Se", "Se", "Te", "Se", "N", "C", "C", "N", "C", "C", "N", "H", "H", "H", "H", "H"],
  "coordinates": [[0.01, 1.14, -0.36], [0.98, -0.99, -3.97], [0.87, -0.09, -2.98], [0.22, -0.30, -1.88], [-0.38, -1.55, -1.65], [-1.04, -1.73, -0.57], [-1.04, -0.60, 0.20], [-1.93, -0.59, 1.20], [-2.13, 0.66, 1.82], [-3.01, 0.90, 2.89], [-3.17, 2.18, 3.35], [-2.44, 3.22, 2.76], [-1.58, 2.92, 1.73], [-1.39, 1.68, 1.27], [-0.25, -2.58, -2.68], [-0.80, -3.85, -2.54], [-0.62, -4.80, -3.53], [0.10, -4.49, -4.68], [0.64, -3.22, -4.84], [0.46, -2.27, -3.84], [1.74, -0.82, -4.62], [1.35, 0.86, -3.14], [-2.53, -1.47, 1.41], [-3.57, 0.07, 3.30], [-3.86, 2.39, 4.17], [-2.58, 4.25, 3.05], [-1.03, 3.71, 1.23], [-1.34, -4.07, -1.63], [-1.04, -5.79, -3.41], [0.26, -5.23, -5.45], [1.21, -2.97, -5.72], [-2.92, 5.07, -0.58], [-1.75, 3.79, -2.09], [-2.14, 1.47, -1.59], [0.46, 3.31, -1.00], [2.54, -1.24, 0.24], [3.05, -2.71, -1.39], [4.14, 0.79, -2.81], [2.96, 1.02, -0.65], [1.75, -0.67, 4.64], [1.75, 0.41, 3.78], [1.11, 0.33, 2.55], [1.13, 1.33, 1.69], [1.74, 2.46, 2.07], [2.33, 2.54, 3.31], [2.36, 1.52, 4.18], [1.71, -1.57, 4.18], [2.49, -0.62, 5.33], [0.59, -0.57, 2.24], [1.76, 3.27, 1.36], [2.82, 3.45, 3.63]]
}

=====

{
  "formula": "C7H11ClN2",
  "method": "wB97M-V/def2-TZVPD",
  "smiles": "C=NN(CC1CC1)C(=C)Cl",
  "total_charge": 0,
  "orbital_gap_ha": 0.3393,
  "relative_energy_kj_mol": 334.4,
  "symbols": ["C", "N", "N", "C", "C", "C", "C", "C", "C", "Cl", "H", "H", "H", "H", "H", "H", "H", "H", "H", "H", "H"],
  "coordinates": [[1.11, -2.48, 0.06], [1.87, -1.53, 0.16], [1.58, -0.30, 0.57], [0.34, 0.20, 1.07], [-0.55, 0.60, -0.11], [-0.69, -0.23, -1.31], [-1.95, 0.16, -0.47], [2.62, 0.68, 0.26], [2.42, 1.97, 0.26], [4.18, 0.00, -0.10], [1.51, -3.27, -0.46], [0.00, -2.53, 0.32], [0.60, 0.96, 1.70], [-0.08, -0.55, 1.79], [-0.36, 1.65, -0.37], [-0.46, -1.36, -1.32], [-0.86, 0.12, -2.36], [-2.73, 0.93, -0.78], [-2.35, -0.79, 0.01], [3.35, 2.62, -0.05], [1.45, 2.46, 0.38]]
}

=====

Number 1: E_tot -45443.3052 eV. Number 2: E_tot -9317.7452 eV. Number 3: E_tot -40778.8435 eV. Number 4: E_tot -8421.6658 eV. Number 5: E_tot -16127.1364 eV. Number 6: E_tot -18122.9860 eV. Number 7: E_tot -296344.1017 eV. Number 8: E_tot -22935.6352 eV.